Below is a 6-piece molecular cluster, C44H98N6O6 overall, with properties calculated with ωB97M-V/def2-TZVPD.

Last columns: bonded neighbours and bond lengths (Å).
Positions of all 154 atoms, in Å:
1 H 5.4521 5.8745 5.2286  C31 1.089
2 H -4.3389 2.5095 -5.7541  C87 1.090
3 H 4.1208 0.7642 7.0468  C38 1.088
4 H 5.3132 5.6260 2.7840  C63 1.090
5 N 1.1484 2.3661 -0.9088  C26 1.457, C49 1.451, O100 1.411
6 C -3.0858 -4.0450 -1.7025  C33 1.528, H37 1.096, H86 1.088, H108 1.092
7 H 1.0057 -1.8940 4.3528  C29 1.086
8 H -0.3009 -3.1712 -5.2074  C96 1.091
9 H -0.4966 -0.4459 -0.5048  C66 1.097
10 H 2.4514 3.6105 0.7934  C98 1.094
11 H 4.0639 0.1981 3.4184  C118 1.092
12 H -3.5619 4.8326 -2.0164  C42 1.095
13 C -1.5289 -0.7976 2.9186  H45 1.099, O99 1.401, H107 1.102, C111 1.518
14 C -5.3188 4.7579 -3.9947  C28 1.530, H77 1.092, H145 1.094, H153 1.086
15 C -1.2729 2.2391 -0.9361  C49 1.520, H68 1.092, H81 1.089, H93 1.096
16 H 0.7680 0.0930 -2.6824  C64 1.092
17 N -0.1379 -5.2462 1.3375  H44 1.016, C47 1.496, H90 1.019
18 H 6.1250 1.0050 3.7982  C109 1.092
19 H 3.6666 4.9989 2.6936  C63 1.096
20 H 4.0562 2.8250 0.6747  C98 1.088
21 O -0.9718 -2.3018 -2.3364  N120 1.411, H129 0.969
22 H -1.6324 1.2793 2.5613  C111 1.095
23 H -8.2012 1.9213 -2.7298  C89 1.088
24 H 3.0681 -6.3421 1.2062  C50 1.092
25 H 1.5841 -7.1767 0.9060  C50 1.095
26 C 2.5230 1.9819 -0.6187  N5 1.457, C43 1.524, C98 1.537, C131 1.537
27 H -3.0909 0.5096 -4.4568  C84 1.099
28 C -5.1988 3.7478 -2.8524  C14 1.530, C42 1.526, N104 1.476, C150 1.542
29 C 1.5638 -2.6357 3.7899  H7 1.086, H69 1.098, H140 1.097, O151 1.405
30 C 1.8344 -3.8187 1.7687  C47 1.533, H82 1.096, H103 1.101, O151 1.404
31 C 4.7535 5.0485 5.3520  H1 1.089, C67 1.548, H130 1.093, H139 1.088
32 H -0.9342 0.3657 -2.7023  C64 1.102
33 C -2.1974 -4.2626 -2.9266  C6 1.528, C56 1.516, C91 1.539, N120 1.468
34 H -0.4716 0.7377 0.8162  C66 1.087
35 H -2.0161 1.6341 5.1549  N135 1.007
36 H 0.9656 -2.2618 -4.4032  C96 1.094
37 H -3.3426 -2.9823 -1.6326  C6 1.096
38 C 4.0832 1.7037 6.5000  H3 1.088, C53 1.534, H101 1.099, H134 1.093
39 H 0.2877 1.9015 4.0746  C141 1.090
40 H -6.6429 3.2331 -1.2979  C150 1.091
41 H 3.5058 3.9566 -0.5528  C98 1.092
42 C -4.5017 4.3985 -1.6608  H12 1.095, C28 1.526, H70 1.090, H95 1.091
43 C 2.5912 0.7779 0.3133  C26 1.524, H110 1.091, H136 1.095, C152 1.528
44 H -0.6521 -4.5191 1.8256  N17 1.016
45 H -0.6077 -1.0072 2.3574  C13 1.099
46 H 0.5521 0.1244 4.3288  C141 1.087
47 C 1.2830 -5.2490 1.8060  N17 1.496, C30 1.533, C50 1.508, H127 1.092
48 H 1.3804 -4.3621 -1.4443  C92 1.086
49 C 0.0257 1.4755 -1.1369  N5 1.451, C15 1.520, C64 1.533, C66 1.526
50 C 2.0355 -6.1797 0.8894  H24 1.092, H25 1.095, C47 1.508, H61 1.091
51 H 7.8896 2.3741 4.9096  C85 1.092
52 H -3.8731 -3.9512 -4.2399  C91 1.099
53 C 4.4766 1.6080 5.0206  C38 1.534, C109 1.526, C118 1.541, N143 1.464
54 H -1.0498 -5.6177 -5.1560  C55 1.097
55 C -0.9168 -6.0681 -4.1647  H54 1.097, C56 1.522, C79 1.524, H132 1.092
56 C -2.0609 -5.7443 -3.2150  C33 1.516, C55 1.522, H146 1.096, H147 1.092
57 C -6.2475 1.0107 -3.3104  H75 1.095, C89 1.512, H102 1.097, C133 1.528
58 H -7.2740 4.1187 -2.6028  C150 1.101
59 H -2.4110 -3.7759 -5.0977  C91 1.091
60 H 1.6118 -0.9841 -0.5563  C152 1.094
61 H 1.9698 -5.8923 -0.1607  C50 1.091
62 H 2.6354 0.6485 4.3634  C118 1.088
63 C 4.7113 4.7208 2.8703  H4 1.090, H19 1.096, C67 1.528, H128 1.088
64 C 0.0265 0.8835 -2.5510  H16 1.092, H32 1.102, C49 1.533, H144 1.090
65 H 2.4237 2.9356 3.4837  O106 0.964
66 C 0.0614 0.3902 -0.0650  H9 1.097, H34 1.087, C49 1.526, C152 1.530
67 C 4.9292 4.0187 4.2101  C31 1.548, C63 1.528, C76 1.536, N143 1.446
68 H -1.3038 2.7768 0.0140  C15 1.092
69 H 2.5682 -2.2235 3.6265  C29 1.098
70 H -4.2258 3.6661 -0.9020  C42 1.090
71 H 2.4731 -3.9972 -2.8215  C92 1.089
72 H -2.9557 -2.4867 -3.9496  C91 1.088
73 H -4.4065 -0.6177 -4.3048  C84 1.090
74 H 1.3296 -3.8133 -5.1943  C96 1.089
75 H -6.0420 0.5699 -2.3288  C57 1.095
76 C 6.4050 3.5942 4.1838  C67 1.536, C85 1.537, H115 1.089, H137 1.101
77 H -5.5008 4.2467 -4.9428  C14 1.092
78 H 0.5898 -6.1396 -2.6524  C79 1.094
79 C 0.3753 -5.5470 -3.5464  C55 1.524, H78 1.094, C125 1.525, H138 1.094
80 H -2.0058 -2.5165 0.8606  C124 1.106
81 H -1.5063 2.9642 -1.7139  C15 1.089
82 H 1.8739 -3.4872 0.7252  C30 1.096
83 H -2.3873 0.0124 5.1649  N135 1.006
84 C -3.9849 0.2839 -3.8595  H27 1.099, H73 1.090, H113 1.091, C133 1.540
85 C 6.8303 2.4797 5.1535  H51 1.092, C76 1.537, C109 1.522, H148 1.093
86 H -4.0218 -4.5982 -1.7299  C6 1.088
87 C -5.0877 1.7618 -5.4912  H2 1.090, H97 1.092, C133 1.545, H149 1.086
88 H -3.7261 -2.3308 1.1135  C124 1.089
89 C -7.2388 2.1450 -3.1862  H23 1.088, C57 1.512, H112 1.094, C150 1.533
90 H -0.1122 -4.9385 0.3665  N17 1.019
91 C -2.8540 -3.5552 -4.1257  C33 1.539, H52 1.099, H59 1.091, H72 1.088
92 C 1.5301 -3.7559 -2.3329  H48 1.086, H71 1.089, H117 1.091, C125 1.538
93 H -2.0890 1.5074 -0.9286  C15 1.096
94 H 4.2952 1.3270 -1.7892  C131 1.099
95 H -5.0837 5.2071 -1.2161  C42 1.091
96 C 0.5967 -3.2740 -4.5962  H8 1.091, H36 1.094, H74 1.089, C125 1.546
97 H -6.0456 2.2188 -5.7474  C87 1.092
98 C 3.1832 3.1580 0.1177  H10 1.094, H20 1.088, C26 1.537, H41 1.092
99 O -2.6446 -0.9746 2.0902  C13 1.401, C124 1.399
100 O 1.0478 3.5957 -1.5934  N5 1.411, H121 0.963
101 H 4.6991 2.4476 7.0234  C38 1.099
102 H -6.6019 0.1485 -3.8894  C57 1.097
103 H 2.8712 -3.8296 2.1382  C30 1.101
104 N -4.3964 2.5487 -3.1629  C28 1.476, O122 1.428, C133 1.460
105 H 2.7754 1.0729 -2.6177  C131 1.090
106 O 2.7201 3.1079 4.3848  H65 0.964, N143 1.407
107 H -1.5598 -1.4375 3.8150  C13 1.102
108 H -2.4944 -4.2258 -0.8029  C6 1.092
109 C 5.9550 1.2737 4.8424  H18 1.092, C53 1.526, C85 1.522, H119 1.090
110 H 2.7876 1.0726 1.3456  C43 1.091
111 C -1.4147 0.6316 3.4173  C13 1.518, H22 1.095, N135 1.447, C141 1.536
112 H -7.4072 2.4920 -4.2100  C89 1.094
113 H -3.6104 0.0928 -2.8525  C84 1.091
114 H 0.5664 0.8466 2.7471  C141 1.104
115 H 7.0542 4.4687 4.1645  C76 1.089
116 H -2.6365 -3.0614 2.3953  C124 1.095
117 H 1.5074 -2.7018 -2.0521  C92 1.091
118 C 3.6973 0.4209 4.4230  H11 1.092, C53 1.541, H62 1.088, H142 1.090
119 H 6.2328 0.4789 5.5351  C109 1.090
120 N -0.8838 -3.6799 -2.6256  O21 1.411, C33 1.468, C125 1.446
121 H 0.8005 4.2213 -0.9043  O100 0.963
122 O -3.1324 2.9620 -3.6833  N104 1.428, H126 0.962
123 H 3.5027 2.6757 -2.4604  C131 1.093
124 C -2.7680 -2.2895 1.6298  H80 1.106, H88 1.089, O99 1.399, H116 1.095
125 C 0.3532 -4.0462 -3.2792  C79 1.525, C92 1.538, C96 1.546, N120 1.446
126 H -2.5272 2.6446 -3.0058  O122 0.962
127 H 1.1979 -5.5913 2.8398  C47 1.092
128 H 4.9627 4.0658 2.0381  C63 1.088
129 H -0.5574 -1.8474 -3.0853  O21 0.969
130 H 5.0404 4.5578 6.2850  C31 1.093
131 C 3.2887 1.7445 -1.9300  C26 1.537, H94 1.099, H105 1.090, H123 1.093
132 H -0.8611 -7.1369 -4.3817  C55 1.092
133 C -4.9547 1.4747 -3.9793  C57 1.528, C84 1.540, C87 1.545, N104 1.460
134 H 3.1101 2.1932 6.5896  C38 1.093
135 N -2.2334 0.8265 4.5949  H35 1.007, H83 1.006, C111 1.447
136 H 3.4787 0.2158 0.0042  C43 1.095
137 H 6.5619 3.1089 3.2080  C76 1.101
138 H 1.2104 -5.7278 -4.2300  C79 1.094
139 H 3.7179 5.3810 5.3792  C31 1.088
140 H 1.6307 -3.5372 4.4119  C29 1.097
141 C 0.0667 0.8914 3.7308  H39 1.090, H46 1.087, C111 1.536, H114 1.104
142 H 3.8399 -0.4458 5.0687  C118 1.090
143 N 4.0997 2.8399 4.3261  C53 1.464, C67 1.446, O106 1.407
144 H 0.0431 1.6556 -3.3195  C64 1.090
145 H -4.3358 5.2110 -4.1533  C14 1.094
146 H -1.8836 -6.2603 -2.2645  C56 1.096
147 H -2.9771 -6.1505 -3.6481  C56 1.092
148 H 6.7353 2.7777 6.2004  C85 1.093
149 H -4.9435 0.8462 -6.0576  C87 1.086
150 C -6.5927 3.2814 -2.3863  C28 1.542, H40 1.091, H58 1.101, C89 1.533
151 O 1.0287 -2.9588 2.5311  C29 1.405, C30 1.404
152 C 1.4385 -0.2187 0.2059  C43 1.528, H60 1.094, C66 1.530, H154 1.095
153 H -6.0817 5.5212 -3.8749  C14 1.086
154 H 1.3972 -0.7863 1.1412  C152 1.095

Output
ΔE to the lowest compared entry with this formula, charge and spin in kcal/mol: 7.7
LUMO level in eV: 0.55
E_tot in hartree: -2515.01289
Molar mass in g/mol: 807.3
Structure (SMILES): CC1(C)CCCC(C)(C)N1O.CC1(C)CCCC(C)(C)N1O.CC1(C)CCCC(C)(C)N1O.CC1(C)CCCC(C)(C)N1O.COC[C@H](C)N.COC[C@H](C)N
Orbital gap in eV: 8.569